Entry 1:
Molecular formula: C73H164NO4P5
Method: DFT, ωB97M-V with the def2-TZVPD basis set

Last column: Löwdin charge in e.
Cartesian coordinates (Å):
P 1.324 0.575 3.320  1.10
P 5.876 -3.524 -2.535  1.07
P -1.161 1.117 0.812  -0.04
P -4.330 -1.122 1.089  1.10
P -0.760 1.524 -2.960  1.10
O -2.052 1.806 -0.259  -0.43
O -0.201 0.066 0.191  -0.42
O -2.018 0.446 1.924  -0.42
O -0.290 2.280 1.407  -0.43
N -2.480 5.034 1.624  -0.18
C -3.180 -4.546 1.328  -0.23
C 6.411 -1.812 -2.161  -0.24
C 3.915 -3.477 -2.360  -0.18
C -3.314 3.827 2.129  -0.07
C -2.159 2.680 -3.316  -0.26
C -5.936 1.737 -2.484  -0.09
C -6.354 1.992 -1.024  -0.24
C 4.318 -1.977 6.292  -0.09
C 5.087 1.747 -2.810  -0.10
C 2.505 0.471 4.803  -0.25
C 6.522 -4.730 -1.304  -0.27
C 4.050 2.869 1.110  -0.26
C -6.267 0.756 -0.158  -0.22
C 0.045 1.396 -4.607  -0.28
C 3.534 -3.247 -0.806  -0.21
C -4.613 -0.977 2.890  -0.26
C 5.873 0.625 -2.215  -0.29
C 2.315 5.816 -2.138  -0.07
C 6.461 -3.378 -6.637  -0.25
C -2.758 -2.881 -5.180  -0.11
C 1.112 0.275 -4.809  -0.22
C -1.275 -0.264 -2.724  -0.27
C -2.324 -0.827 -3.682  -0.20
C -7.608 -0.278 5.420  -0.10
C -0.287 1.371 5.661  -0.24
C 2.121 -2.657 -0.740  -0.26
C 5.976 -6.176 -1.430  -0.27
C 5.510 -0.693 -2.743  -0.24
C -1.431 2.311 6.145  -0.22
C 2.392 -0.882 -6.751  -0.10
C -6.971 -3.287 -1.432  -0.28
C 1.852 -2.266 3.245  -0.20
C 2.960 2.654 2.187  -0.18
C 5.291 2.018 1.291  -0.11
C -2.858 1.769 5.795  -0.09
C -2.519 -5.672 2.193  -0.08
C 1.363 4.649 -1.635  -0.25
C -5.698 -2.776 -0.824  -0.27
C 0.787 -1.140 3.274  -0.26
C 2.186 -4.767 3.188  -0.11
C 6.240 -8.573 -0.592  -0.08
C -2.921 -2.189 0.440  -0.25
C 0.149 1.740 4.239  -0.26
C -1.714 5.977 3.909  -0.20
C -6.171 -0.397 4.848  -0.24
C -1.254 5.444 2.509  -0.07
C 4.647 -0.542 5.787  -0.27
C 0.937 -3.576 -1.057  -0.09
C -1.840 4.105 -3.709  -0.24
C -1.913 4.874 0.214  -0.02
C 2.443 1.147 2.051  -0.28
C -6.950 -4.084 -2.735  -0.09
C -0.592 6.152 4.923  -0.25
C -3.037 5.081 -3.601  -0.25
C -2.256 -3.281 1.261  -0.21
C -1.911 -2.295 -4.076  -0.25
C -4.745 5.709 2.419  -0.16
C -4.805 4.185 2.140  -0.11
C 0.639 2.228 -1.984  -0.22
C -2.774 6.438 -4.245  -0.09
C -3.538 6.198 1.610  -0.09
C 6.391 -7.042 -0.281  -0.26
C -6.021 -0.500 3.329  -0.23
C -5.742 -2.242 0.642  -0.28
C 1.410 3.488 -2.603  -0.23
C -4.820 0.376 0.181  -0.26
C 3.972 -0.035 4.579  -0.27
C 5.582 -3.388 -5.368  -0.21
C -1.103 6.342 6.409  -0.08
C 1.478 0.279 -6.302  -0.25
C 1.205 -3.656 2.859  -0.24
C 6.503 -3.944 -4.208  -0.26
C 7.098 -4.720 -6.982  -0.11
H 3.097 -4.653 2.600  0.06
H 2.593 1.474 5.219  0.09
H -7.389 2.331 -0.994  0.11
H 7.984 -4.953 -6.391  0.07
H -3.187 -0.742 -3.022  0.09
H -1.488 4.073 -4.740  0.11
H 1.993 0.437 -4.189  0.10
H 4.070 -0.745 3.757  0.09
H -6.334 0.384 2.773  0.10
H 5.757 -6.749 0.555  0.11
H -6.397 -3.558 -3.513  0.06
H 2.032 -0.085 5.613  0.08
H -2.226 -1.382 0.208  0.04
H -7.354 -3.886 -0.606  0.11
H 5.109 0.970 1.055  0.05
H -2.570 4.174 -0.302  0.08
H 6.017 2.279 0.521  0.07
H 6.191 -6.589 -2.416  0.11
H 3.605 -2.728 -3.089  0.07
H -3.756 -3.002 -4.758  0.07
H -8.293 -0.929 4.878  0.07
H 4.556 0.192 6.587  0.11
H -3.159 0.924 6.413  0.07
H -1.936 -2.921 -3.183  0.10
H -7.681 -2.463 -1.505  0.11
H 0.254 2.520 -1.007  0.04
H 4.893 -6.136 -1.546  0.10
H -2.097 -2.920 2.277  0.11
H 2.055 6.739 -1.620  0.07
H 2.441 -4.880 4.242  0.08
H 6.923 0.909 -2.276  0.13
H 1.783 -5.757 2.976  0.07
H 1.292 1.399 -1.713  0.08
H 6.288 -9.165 0.322  0.07
H 2.553 -2.034 2.444  0.09
H -1.532 7.339 6.318  0.07
H 6.684 -1.782 -1.106  0.11
H -5.089 -3.677 -0.747  0.09
H -6.683 -1.776 0.936  0.08
H -1.700 5.773 -0.364  0.10
H 6.414 -4.364 -0.283  0.10
H -4.117 -4.350 1.849  0.08
H 3.344 -0.830 -6.224  0.05
H -7.894 -4.382 -3.192  0.08
H -2.852 3.520 3.067  0.12
H -6.593 1.096 -3.071  0.07
H -6.735 -0.126 -0.597  0.10
H 3.358 -2.004 6.808  0.07
H -4.596 5.862 3.487  0.10
H -2.921 -2.135 -5.958  0.07
H 5.216 -8.695 -0.945  0.07
H -3.035 7.125 1.885  0.12
H 5.039 -2.483 -5.097  0.07
H -3.495 -4.903 0.347  0.10
H -0.689 6.246 2.034  0.14
H -6.325 -4.966 -2.599  0.07
H -3.258 -5.979 2.933  0.07
H -3.280 5.234 -2.549  0.09
H -0.383 -0.873 -2.577  0.08
H 5.289 -0.604 -3.807  0.11
H 5.703 0.691 -1.140  0.09
H 4.263 3.906 0.849  0.11
H -2.569 -0.250 -4.574  0.10
H -1.266 -3.584 0.919  0.09
H -5.299 3.683 2.972  0.12
H -6.890 0.936 0.718  0.10
H 6.914 -8.982 -1.343  0.08
H 1.894 1.150 1.109  0.06
H 0.948 3.834 -3.528  0.08
H 3.592 -4.121 -0.156  0.10
H -0.617 4.561 2.543  0.10
H 5.758 2.118 2.271  0.08
H -2.405 -3.811 -5.624  0.08
H -5.566 6.414 2.284  0.12
H -0.313 6.316 7.160  0.08
H -2.113 6.984 3.784  0.11
H -1.372 2.590 7.197  0.11
H -0.102 7.125 4.893  0.10
H 4.053 -2.466 -0.252  0.10
H -3.868 -0.237 3.182  0.05
H -5.938 -1.381 5.254  0.10
H -0.930 4.508 -3.262  0.08
H 7.376 -6.839 0.140  0.11
H 1.065 -4.195 -1.946  0.07
H -3.928 4.566 -3.962  0.10
H -6.701 -1.304 3.047  0.10
H -4.371 1.171 0.776  0.07
H 0.794 -3.662 1.850  0.07
H -0.773 1.316 -5.323  0.09
H -2.514 5.391 4.363  0.10
H 5.823 -3.038 -7.453  0.11
H -1.660 -0.105 -1.717  0.03
H 3.337 5.578 -1.842  0.06
H 7.607 -4.817 -1.363  0.10
H -3.748 6.916 -4.149  0.07
H -2.624 2.695 -2.331  0.06
H 7.367 -1.821 -2.683  0.09
H -0.879 -2.330 -4.425  0.09
H -1.627 -5.354 2.733  0.05
H 2.036 1.201 -6.468  0.11
H -3.492 2.591 6.127  0.06
H 4.127 -2.662 5.467  0.05
H -4.156 0.302 -0.680  0.07
H -0.545 0.315 5.743  0.10
H -1.256 3.234 5.593  0.07
H 0.576 0.269 -6.913  0.11
H 4.795 -4.136 -5.463  0.11
H 4.529 0.866 4.322  0.10
H 0.126 -1.197 2.409  0.06
H 7.390 -4.746 -8.032  0.08
H 0.507 2.766 4.146  0.09
H -7.744 -0.362 6.498  0.07
H 0.256 -1.259 4.218  0.10
H 5.053 1.519 -3.875  0.08
H 3.580 -4.500 -2.529  0.08
H -2.430 6.380 -5.277  0.08
H -3.901 6.322 0.589  0.12
H -5.283 4.069 1.168  0.10
H 5.122 -2.484 6.826  0.07
H 2.133 -1.818 -1.436  0.09
H -2.872 2.158 -3.954  0.09
H -3.022 1.540 4.742  0.05
H 2.584 -0.681 -7.805  0.07
H -0.025 -3.086 -1.211  0.06
H 0.304 -3.925 3.411  0.10
H -4.976 1.221 -2.451  0.05
H -5.911 2.588 -3.164  0.07
H -5.738 2.830 -0.696  0.09
H -8.025 0.723 5.306  0.06
H 3.292 0.476 1.922  0.07
H 3.564 2.586 0.177  0.09
H 0.744 -0.712 -4.527  0.08
H -5.498 0.323 5.313  0.09
H 2.324 5.827 -3.227  0.07
H -4.385 -1.861 3.485  0.10
H 2.130 3.301 1.900  0.09
H 4.534 -0.971 -2.344  0.09
H 2.000 -1.898 -6.703  0.07
H -1.034 4.245 0.356  0.06
H 6.656 -5.022 -4.258  0.09
H 0.130 5.365 4.704  0.09
H 7.504 -3.521 -4.120  0.09
H 2.433 3.181 -2.822  0.09
H 1.667 4.274 -0.658  0.10
H -5.268 -2.002 -1.459  0.10
H 3.374 2.738 3.192  0.10
H -2.290 -6.468 1.485  0.07
H -0.766 1.646 3.655  0.04
H 5.728 -0.541 5.647  0.11
H 2.429 -2.326 4.168  0.08
H -1.834 5.566 6.640  0.06
H -5.770 -3.163 1.223  0.08
H 0.535 2.357 -4.768  0.07
H 5.413 2.749 -2.530  0.09
H 0.793 -4.335 -0.288  0.06
H -2.143 7.030 -3.582  0.07
H 1.807 -2.106 0.147  0.09
H 0.343 5.015 -1.516  0.08
H 7.268 -2.647 -6.586  0.11
H 0.574 1.480 6.320  0.09
H 6.392 -5.550 -6.956  0.08
H -3.061 -2.612 -0.555  0.08
H -3.064 3.088 1.368  0.08
H 4.003 1.751 -2.700  0.05

Properties
Relative energy (zero: lowest compared OMol25 entry of this formula, charge and spin): 10.8 kcal per mole
Net charge: +2
Strongest force on any atom: 0.0773 Eh/bohr
Orbital gap: 6.9 eV
LUMO: -3.17 eV
Energy: -134473.4358 eV



Entry 2:
Molecular formula: C17H24N2O5
Method: DFT, ωB97M-V with the def2-TZVPD basis set

Last column: Löwdin charge in e.
Cartesian coordinates (Å):
O 4.889 -0.436 -0.525  -0.02
O -4.079 2.624 0.848  -0.04
O -4.399 1.107 -0.831  -0.05
O -1.035 -2.545 1.655  0.07
O 4.038 1.315 0.613  0.11
N 2.587 -1.794 -0.470  0.14
N -1.752 -0.805 0.419  -0.04
C 0.950 -3.641 -0.796  0.00
C 1.437 -0.270 0.692  -0.15
C -1.593 0.191 -0.610  -0.12
C -5.527 1.951 -0.805  -0.15
C 6.142 0.242 -0.576  -0.23
C 1.094 0.949 1.469  -0.02
C -3.598 1.405 0.302  -0.51
C -3.707 0.305 1.369  -0.05
C 7.132 -0.633 -1.321  -0.07
C -5.013 3.178 -0.050  -0.15
C 0.603 -1.377 0.419  -0.07
C 3.891 0.221 0.118  -0.43
C 1.356 -2.310 -0.281  -0.23
C -0.784 -1.627 0.891  -0.41
C 2.671 -0.556 0.120  -0.12
C -2.134 1.542 -0.140  -0.05
C -3.124 -0.999 0.831  -0.12
H 6.479 0.443 0.448  0.13
H 1.937 1.234 2.094  0.08
H 6.003 1.206 -1.080  0.13
H 3.358 -2.238 -0.942  0.17
H -6.354 1.474 -0.263  0.13
H 0.893 1.786 0.801  0.09
H 8.095 -0.133 -1.371  0.08
H 0.147 -4.035 -0.178  0.08
H -3.164 0.637 2.254  0.13
H -4.517 3.882 -0.732  0.13
H -2.168 -0.120 -1.493  0.14
H 0.590 -3.569 -1.824  0.09
H 6.779 -0.824 -2.331  0.08
H -2.072 2.266 -0.953  0.13
H 0.220 0.770 2.091  0.08
H 1.790 -4.333 -0.775  0.08
H -3.717 -1.327 -0.031  0.14
H 7.253 -1.584 -0.808  0.08
H -4.754 0.163 1.636  0.13
H -5.827 2.157 -1.833  0.13
H -3.133 -1.777 1.597  0.12
H -1.565 1.915 0.710  0.12
H -5.780 3.697 0.525  0.13
H -0.541 0.275 -0.883  0.12

Properties
Relative energy (zero: lowest compared OMol25 entry of this formula, charge and spin): 20.4 kcal per mole
Structure (SMILES): CCOC(=O)c1[nH]c(C)c(C(=O)N2CCC3(CC2)OCCO3)c1C
Strongest force on any atom: 0.0139 Eh/bohr
Orbital gap: 9.0 eV
LUMO: 0.72 eV
Energy: -31237.3400 eV



Entry 3:
Molecular formula: C3H3N3O
Method: DFT, ωB97M-V with the def2-TZVPD basis set

Last column: Löwdin charge in e.
Cartesian coordinates (Å):
O -1.211 0.492 -0.374  -0.11
N -0.250 1.482 -0.602  0.09
N 0.851 0.202 1.145  0.09
N -0.112 -1.461 -0.337  0.14
C 0.253 -0.911 0.951  -0.16
C 0.791 1.191 0.173  -0.17
C -0.844 -0.654 -0.881  -0.32
H 1.531 2.045 -0.050  0.14
H -1.065 -0.853 -1.974  0.15
H 0.055 -1.533 1.949  0.16

Properties
Relative energy (zero: lowest compared OMol25 entry of this formula, charge and spin): 94.9 kcal per mole
Structure (SMILES): C1=NC=NOC=N1
Strongest force on any atom: 0.1097 Eh/bohr
Orbital gap: 10.3 eV
LUMO: 0.06 eV
Energy: -9673.3385 eV



Entry 4:
Molecular formula: C3H7NO2
Method: DFT, ωB97M-V with the def2-TZVPD basis set

Last column: Löwdin charge in e.
Cartesian coordinates (Å):
O -0.524 0.540 1.382  -0.04
O 0.929 -0.870 -1.343  -0.19
N -1.154 -1.248 0.098  0.16
C 0.447 1.155 -0.120  0.02
C -1.226 -0.484 1.163  -0.31
C 1.357 0.185 -0.714  -0.47
H -1.980 -0.761 1.912  0.14
H -1.760 -2.055 0.055  0.11
H 2.319 0.126 -0.165  0.13
H -0.328 -1.156 -0.628  0.06
H -0.462 1.354 -0.679  0.11
H 1.474 1.229 -1.361  0.18
H 0.909 1.985 0.399  0.11

Properties
Relative energy (zero: lowest compared OMol25 entry of this formula, charge and spin): 82.6 kcal per mole
Strongest force on any atom: 0.0126 Eh/bohr
Orbital gap: 9.5 eV
LUMO: 0.76 eV
Energy: -8806.9458 eV